# 1
{
  "formula": "C52H115F5N5O35P4",
  "method": "ωB97M-V/def2-TZVPD",
  "homo_ev": -10.602,
  "multiplicity": 1,
  "total_energy_ev": -185643.5263,
  "total_charge": 1,
  "gap_ev": 9.1,
  "symbols": ["C", "C", "C", "C", "N", "C", "C", "C", "C", "C", "H", "H", "H", "H", "H", "H", "H", "H", "H", "H", "H", "H", "H", "H", "H", "H", "H", "H", "H", "H", "C", "C", "C", "O", "C", "N", "H", "H", "H", "H", "H", "H", "H", "H", "H", "H", "H", "C", "C", "C", "O", "C", "N", "H", "H", "H", "H", "H", "H", "H", "H", "H", "H", "H", "C", "C", "C", "O", "C", "N", "H", "H", "H", "H", "H", "H", "H", "H", "H", "H", "H", "C", "C", "C", "O", "C", "N", "H", "H", "H", "H", "H", "H", "H", "H", "H", "H", "H", "C", "O", "P", "O", "O", "C", "O", "C", "H", "H", "H", "H", "H", "H", "H", "H", "H", "C", "O", "P", "O", "O", "C", "O", "C", "H", "H", "H", "H", "H", "H", "H", "H", "H", "C", "O", "P", "O", "O", "C", "O", "C", "H", "H", "H", "H", "H", "H", "H", "H", "H", "C", "O", "P", "O", "O", "C", "O", "C", "H", "H", "H", "H", "H", "H", "H", "H", "H", "C", "C", "O", "C", "O", "O", "F", "H", "H", "H", "C", "C", "O", "C", "O", "O", "F", "H", "H", "H", "C", "C", "O", "C", "O", "O", "F", "H", "H", "H", "C", "C", "O", "C", "O", "O", "F", "H", "H", "H", "C", "C", "O", "C", "O", "O", "F", "H", "H", "H"],
  "positions_angstrom": [[2.3050, 1.2874, 2.0401], [1.4050, 1.9216, 0.9764], [0.1918, 1.0065, 0.6922], [0.5729, -0.1214, -0.1804], [-0.7259, -1.0130, -0.5486], [-1.8894, -0.1952, -1.1769], [-2.5710, -1.0406, -2.1970], [-1.5010, -2.0056, -2.7160], [-0.3121, -1.9256, -1.7496], [-1.3038, -1.8432, 0.6182], [3.0703, 1.9998, 2.3483], [2.7188, 0.4072, 1.5480], [1.7669, 1.0873, 2.9666], [2.0677, 2.0179, 0.1163], [1.0627, 2.9158, 1.2635], [-0.4944, 1.7078, 0.2175], [-0.2839, 0.6880, 1.6198], [1.2863, -0.8222, 0.2533], [1.0196, 0.2750, -1.0922], [-2.4646, 0.1171, -0.3053], [-1.3573, 0.6569, -1.5999], [-3.4094, -1.5637, -1.7371], [-2.9326, -0.4781, -3.0578], [-1.9159, -3.0095, -2.8057], [-1.2157, -1.6242, -3.6964], [0.0093, -2.8946, -1.3677], [0.5255, -1.4177, -2.2277], [-0.4106, -2.3629, 0.9647], [-2.0692, -2.4476, 0.1314], [-1.7082, -1.1231, 1.3295], [-0.4387, -2.2494, 5.6509], [-1.5961, -2.2217, 4.5897], [-2.0669, -3.6980, 4.1908], [-1.1880, -4.2071, 3.2483], [-1.1074, -5.6000, 3.0667], [-2.7056, -1.3825, 5.0175], [0.3121, -2.8820, 5.1774], [-0.8195, -2.6541, 6.5887], [-0.0383, -1.2509, 5.8265], [-1.1769, -1.7319, 3.7108], [-3.0713, -3.7411, 3.7696], [-2.0715, -4.3768, 5.0437], [-0.4216, -5.8464, 2.2561], [-2.0726, -5.9446, 2.6955], [-0.8782, -6.0581, 4.0288], [-2.3241, -0.5933, 5.5194], [-3.2045, -0.9694, 4.2426], [2.6131, 1.3341, -3.3019], [1.5107, 1.1734, -4.3668], [1.8753, -0.0516, -5.3152], [0.9422, -0.0830, -6.3859], [1.2850, -1.0094, -7.4177], [0.2436, 0.9390, -3.7029], [2.6865, 0.4416, -2.6805], [2.4649, 2.1473, -2.5913], [3.5290, 1.4802, -3.8745], [1.3318, 2.1234, -4.8702], [1.8748, -0.9859, -4.7538], [2.9225, 0.0595, -5.5962], [2.2080, -0.7187, -7.9195], [0.3972, -1.0627, -8.0478], [1.4369, -2.0384, -7.0917], [-0.3710, 1.0245, -4.4999], [-0.0602, 1.7896, -3.2509], [-2.7512, 2.8620, -3.7327], [-1.5402, 3.8498, -3.6232], [-2.0699, 5.3205, -3.6096], [-0.9545, 6.0519, -3.9760], [-1.2124, 7.4134, -4.0584], [-0.8684, 3.5023, -2.4541], [-3.3659, 3.0332, -4.6164], [-3.4317, 2.8792, -2.8814], [-2.2583, 1.8948, -3.8313], [-0.7704, 3.7695, -4.3907], [-2.5593, 5.6023, -2.6773], [-2.8511, 5.3533, -4.3690], [-1.5680, 7.7924, -3.1003], [-2.0666, 7.5952, -4.7106], [-0.3673, 8.0279, -4.3689], [-1.4584, 3.8726, -1.7228], [-0.0351, 4.0714, -2.4100], [3.1740, -3.6651, -3.4714], [2.2428, -3.7323, -4.7396], [2.1330, -5.1450, -5.3571], [1.7106, -6.1654, -4.5087], [1.8498, -7.5028, -4.9910], [0.9510, -3.3795, -4.3242], [2.9863, -2.7713, -2.8766], [4.2196, -3.7625, -3.7636], [3.0019, -4.4682, -2.7548], [2.5920, -3.0152, -5.4825], [3.0818, -5.4838, -5.7730], [1.4099, -5.0062, -6.1608], [1.6318, -7.6358, -6.0507], [1.2127, -8.2552, -4.5261], [2.8794, -7.8347, -4.8572], [0.6332, -3.9272, -3.5373], [0.2099, -3.3710, -5.0103], [-5.0703, 2.5889, 3.9794], [-5.9605, 1.6131, 3.4092], [-5.4949, 0.8751, 2.0503], [-4.0107, 0.5769, 2.0131], [-6.0684, 1.8026, 0.7881], [-5.4605, 1.7199, -0.5415], [-6.5267, -0.3656, 2.1836], [-6.4016, -1.3914, 3.2179], [-4.1884, 2.0981, 4.3910], [-5.6379, 3.0737, 4.7737], [-4.7381, 3.3791, 3.3060], [-4.9008, 2.6223, -0.7875], [-6.1889, 1.5778, -1.3398], [-4.6330, 1.0133, -0.6062], [-7.3298, -1.9401, 3.3773], [-6.1380, -0.9151, 4.1623], [-5.6046, -2.0819, 2.9421], [-5.9953, -5.5506, 1.2269], [-6.2098, -4.4877, 0.2266], [-4.9076, -3.6144, -0.2814], [-4.2506, -2.8197, 0.7750], [-3.9846, -4.6142, -1.1020], [-3.1252, -5.5154, -0.4257], [-5.5699, -2.6818, -1.4793], [-6.6614, -1.8642, -1.1004], [-6.1714, -6.5966, 0.9761], [-6.7648, -5.3813, 1.9801], [-5.0766, -5.5376, 1.8133], [-3.4225, -6.5544, -0.5678], [-3.1892, -5.3914, 0.6553], [-2.0806, -5.4656, -0.7329], [-6.8710, -1.8057, -0.0324], [-7.5867, -2.1913, -1.5747], [-6.5228, -0.8296, -1.4143], [5.9222, 1.2598, 1.9258], [6.3570, -0.0064, 2.4578], [5.4840, -1.3952, 2.2738], [6.2923, -2.5892, 2.7029], [4.0750, -1.1528, 3.1024], [3.3084, -2.3153, 3.6734], [5.0082, -1.4866, 0.7461], [5.9011, -1.3995, -0.2569], [6.7630, 1.7205, 1.4073], [5.6402, 1.9398, 2.7297], [5.0839, 1.1011, 1.2475], [3.6051, -3.2220, 3.1461], [2.2569, -2.1270, 3.4569], [3.4979, -2.4845, 4.7333], [6.7506, -0.7693, 0.0066], [5.4182, -0.9245, -1.1109], [6.2195, -2.3831, -0.6020], [-1.2402, 4.8975, 2.4256], [-0.2020, 4.8937, 3.4912], [-0.6567, 4.4882, 4.9992], [0.5503, 4.1940, 5.8263], [-1.7331, 5.6253, 5.4807], [-1.8606, 5.7654, 6.9183], [-1.6166, 3.1721, 4.7436], [-1.0086, 1.9071, 4.3624], [-1.5284, 5.9345, 2.2535], [-2.1921, 4.4373, 2.6906], [-0.9002, 4.4422, 1.4954], [-1.4106, 6.7030, 7.2447], [-1.3854, 4.9824, 7.5094], [-2.9138, 5.8622, 7.1820], [-0.0511, 2.1183, 3.8864], [-1.6341, 1.2970, 3.7108], [-0.7900, 1.3705, 5.2856], [3.6245, 7.6624, -1.0134], [4.6099, 6.6448, -0.4763], [3.9155, 5.4374, -0.5105], [2.5756, 5.6460, -0.8171], [1.7051, 4.7613, -0.8611], [2.3872, 6.9717, -1.1131], [4.9688, 6.8818, 0.7540], [3.9158, 7.9616, -2.0202], [3.6374, 8.5627, -0.3990], [5.4916, 6.5805, -1.1139], [3.2147, 4.6222, 2.8551], [3.2960, 6.0800, 3.2400], [4.6353, 6.1504, 3.6231], [4.9925, 5.0244, 4.1010], [5.9711, 4.7575, 4.7037], [4.1100, 4.0706, 3.7483], [2.3731, 6.2886, 4.1760], [3.5841, 4.3681, 1.8616], [2.2030, 4.2299, 2.9587], [3.0951, 6.7022, 2.3679], [2.3584, -7.0789, 0.0099], [1.5314, -6.6460, -1.1666], [1.1020, -5.3828, -0.8259], [1.6656, -4.9793, 0.2626], [1.6046, -3.8364, 0.6642], [2.6318, -5.8505, 0.6724], [0.4864, -7.4640, -1.3108], [3.1962, -7.6807, -0.3422], [1.8056, -7.7406, 0.6767], [1.9901, -6.5416, -2.1498], [5.5093, 1.7152, 5.7809], [4.0364, 1.5480, 6.0897], [3.9587, 0.2870, 6.7872], [4.9852, -0.4135, 6.4612], [5.1112, -1.5787, 6.8718], [5.8855, 0.3706, 5.8101], [3.3582, 1.5185, 4.9005], [5.9405, 2.4242, 6.4876], [5.6665, 2.1966, 4.8157], [3.6289, 2.3983, 6.6365], [-2.9100, -0.6132, -8.0230], [-2.2703, 0.2238, -6.9174], [-2.1949, -0.7506, -5.9137], [-2.0737, -1.9350, -6.3979], [-1.5371, -2.8926, -5.8086], [-2.4988, -1.9301, -7.6904], [-2.9618, 1.1363, -6.3616], [-2.5654, -0.3641, -9.0267], [-3.9823, -0.4785, -8.1646], [-1.2806, 0.6068, -7.1662]]
}

---

# 2
{
  "formula": "C52H119Br2N8O2",
  "method": "ωB97M-V/def2-TZVPD",
  "homo_ev": -15.131,
  "multiplicity": 1,
  "total_energy_ev": -211909.9957,
  "total_charge": 5,
  "gap_ev": 6.1,
  "symbols": ["C", "C", "N", "C", "C", "N", "C", "C", "H", "H", "H", "H", "H", "H", "H", "H", "H", "H", "H", "C", "C", "C", "C", "N", "C", "C", "C", "C", "C", "H", "H", "H", "H", "H", "H", "H", "H", "H", "H", "H", "H", "H", "H", "H", "H", "H", "H", "H", "H", "C", "C", "C", "C", "N", "C", "C", "C", "C", "C", "H", "H", "H", "H", "H", "H", "H", "H", "H", "H", "H", "H", "H", "H", "H", "H", "H", "H", "H", "H", "C", "C", "C", "C", "N", "C", "C", "C", "C", "C", "H", "H", "H", "H", "H", "H", "H", "H", "H", "H", "H", "H", "H", "H", "H", "H", "H", "H", "H", "H", "C", "C", "C", "C", "N", "C", "C", "C", "C", "C", "H", "H", "H", "H", "H", "H", "H", "H", "H", "H", "H", "H", "H", "H", "H", "H", "H", "H", "H", "H", "C", "N", "C", "C", "C", "C", "O", "H", "H", "H", "H", "H", "H", "H", "H", "H", "H", "H", "H", "H", "H", "C", "N", "C", "C", "C", "C", "O", "H", "H", "H", "H", "H", "H", "H", "H", "H", "H", "H", "H", "H", "H", "Br", "Br"],
  "positions_angstrom": [[-4.0621, 3.8179, -5.7255], [-3.1476, 4.8611, -5.0754], [-3.6073, 5.2676, -3.7596], [-3.1181, 4.7425, -2.5937], [-3.7212, 5.3614, -1.5524], [-4.6220, 6.2393, -2.0749], [-4.5633, 6.1346, -3.4097], [-5.5792, 7.0584, -1.3463], [-5.0030, 3.6132, -5.2081], [-3.6289, 2.8164, -5.7881], [-4.3458, 4.0304, -6.7562], [-3.0443, 5.7072, -5.7511], [-2.1508, 4.4404, -4.9719], [-2.3934, 3.9485, -2.5323], [-3.5052, 5.2755, -0.5007], [-5.2100, 6.6407, -4.1081], [-5.0369, 7.7692, -0.7217], [-6.1873, 6.4283, -0.6989], [-6.1789, 7.6709, -2.0136], [-3.0238, -0.2550, -6.8787], [-2.9587, -1.7791, -6.5503], [-1.7603, -2.1840, -5.6578], [-1.8708, -1.6807, -4.2223], [-0.7871, -2.2352, -3.3170], [-0.8324, -1.5170, -1.9789], [0.5863, -1.4265, -1.4516], [1.4802, -1.4543, -2.6871], [0.6000, -1.9171, -3.8752], [-0.8955, -3.7065, -3.0873], [-2.7606, 0.3296, -5.9896], [-4.0576, -0.0619, -7.1504], [-2.2764, 0.0668, -7.6020], [-2.9565, -2.3411, -7.4797], [-3.8615, -1.9897, -5.9727], [-0.8597, -1.8156, -6.1532], [-1.6496, -3.2705, -5.6375], [-2.8097, -1.9501, -3.7336], [-1.8517, -0.5912, -4.2579], [-1.5733, -1.9353, -1.2987], [-1.1918, -0.5055, -2.1809], [0.7861, -2.2303, -0.7411], [0.5846, -0.5194, -0.8441], [2.3350, -2.1112, -2.5304], [1.9549, -0.4870, -2.8567], [1.0953, -2.8085, -4.2509], [0.5674, -1.1853, -4.6742], [-1.9595, -3.8745, -2.9119], [-0.2519, -4.0401, -2.2796], [-0.6834, -4.3084, -3.9693], [-4.8523, 0.8791, -3.3585], [-5.7593, -0.1764, -4.0155], [-6.5593, 0.3043, -5.2247], [-7.7265, 1.2689, -4.9301], [-8.7671, 1.3571, -6.0254], [-9.3802, -0.0139, -6.3764], [-10.8284, 0.2149, -6.8159], [-11.1663, 1.6016, -6.3148], [-9.9922, 2.1810, -5.5772], [-8.1895, 1.9936, -7.2680], [-5.4316, 1.5774, -2.7480], [-4.2161, 1.4828, -4.0085], [-4.1941, 0.3800, -2.6403], [-6.4979, -0.4013, -3.2421], [-5.1156, -1.0276, -4.2248], [-6.9473, -0.5930, -5.7114], [-5.8960, 0.7737, -5.9577], [-7.4788, 2.3045, -4.7062], [-8.2153, 0.8623, -4.0425], [-8.7215, -0.4501, -7.1206], [-9.3744, -0.5864, -5.4494], [-10.9153, 0.1169, -7.9010], [-11.5943, -0.5101, -6.5394], [-11.3846, 2.2119, -7.1952], [-12.0834, 1.6007, -5.7292], [-9.9459, 3.2687, -5.6193], [-10.1257, 2.0058, -4.5060], [-9.0802, 2.1199, -7.8883], [-7.4996, 1.4211, -7.8792], [-7.8814, 2.9768, -6.9231], [0.2686, -3.1036, 4.9806], [0.9141, -3.8115, 6.1876], [2.3402, -3.3188, 6.4203], [3.1495, -4.1955, 7.3038], [4.5942, -3.7901, 7.5063], [4.7734, -2.3657, 8.0310], [6.0052, -2.4236, 8.8808], [5.8852, -3.8205, 9.5683], [5.2618, -4.7278, 8.5153], [5.3185, -3.9340, 6.1905], [0.8884, -3.1660, 4.0827], [0.1389, -2.0466, 5.2167], [-0.6867, -3.5645, 4.7301], [0.9544, -4.8840, 5.9686], [0.2366, -3.7633, 7.0404], [2.3604, -2.2514, 6.6468], [2.8499, -3.3466, 5.4467], [3.1475, -5.2524, 7.0299], [2.6921, -4.2252, 8.3011], [4.8797, -1.7744, 7.1229], [3.8780, -2.1118, 8.5955], [6.8892, -2.4164, 8.2423], [6.1014, -1.6780, 9.6641], [6.9169, -4.0963, 9.7880], [5.3878, -3.7885, 10.5348], [6.0682, -5.2501, 8.0082], [4.5276, -5.4204, 8.9139], [6.3676, -3.8058, 6.4465], [4.9954, -3.2558, 5.4071], [5.1371, -4.9683, 5.9003], [7.8990, -6.2868, -0.3699], [8.7958, -5.1523, 0.1488], [8.0235, -4.1910, 1.0573], [6.8024, -3.5412, 0.3957], [6.2096, -2.3773, 1.1607], [5.2302, -1.6306, 0.2723], [5.1088, -0.2877, 0.9327], [6.4300, 0.0246, 1.6307], [7.2306, -1.2816, 1.5092], [5.5739, -2.9265, 2.3907], [8.5475, -6.9272, -0.9680], [7.0156, -5.9517, -0.9157], [7.5156, -6.9556, 0.4050], [9.2829, -4.6090, -0.6573], [9.4988, -5.6798, 0.7922], [8.6274, -3.3647, 1.4419], [7.6756, -4.7406, 1.9364], [6.0495, -4.3046, 0.2095], [7.1163, -3.1000, -0.5531], [4.2831, -2.1573, 0.1612], [5.6622, -1.6129, -0.7285], [4.2770, -0.2918, 1.6412], [4.8739, 0.4968, 0.2092], [6.2431, 0.4451, 2.6170], [6.9955, 0.8092, 1.1269], [7.8668, -1.5935, 2.3287], [7.7946, -1.2060, 0.5800], [6.2781, -3.4356, 3.0452], [4.8243, -3.6631, 2.1016], [5.0602, -2.1805, 3.0088], [-2.5199, 2.2595, 2.4966], [-1.8591, 1.5089, 1.3394], [-2.8771, 1.4178, 0.2341], [-0.7203, 2.2908, 0.7762], [-1.4747, 0.1408, 1.8417], [-0.2152, 0.0111, 2.6821], [0.9833, 0.2032, 1.9427], [-3.4959, 1.8434, 2.7328], [-2.5728, 3.2954, 2.1839], [-1.8869, 2.0862, 3.3657], [-2.4952, 0.9285, -0.6643], [-3.1461, 2.4494, 0.0260], [-3.6975, 0.8198, 0.6219], [0.0957, 2.3585, 1.4934], [-1.1014, 3.2778, 0.5340], [-0.3293, 1.7146, -0.0608], [-1.1734, -0.3847, 0.9285], [-2.3289, -0.2892, 2.3547], [-0.3104, -1.0237, 3.0265], [-0.1854, 0.6249, 3.5858], [1.6810, -0.2319, 2.4843], [5.1142, 3.1481, 3.8061], [4.0186, 4.0143, 3.2471], [4.7320, 5.2331, 2.6463], [3.2149, 3.2401, 2.2364], [3.0602, 4.4301, 4.3699], [1.8156, 5.1532, 3.8838], [0.7718, 4.3284, 3.3920], [4.6583, 2.4103, 4.4625], [5.7410, 3.7803, 4.4327], [5.7098, 2.7058, 3.0156], [3.9754, 5.7915, 2.1085], [5.4503, 4.7399, 1.9946], [5.2635, 5.7182, 3.4565], [3.9482, 2.6988, 1.6397], [2.6001, 3.9357, 1.6780], [2.6259, 2.4753, 2.7395], [3.6286, 5.0642, 5.0427], [2.7522, 3.4636, 4.7690], [2.0387, 5.8864, 3.0963], [1.4457, 5.8177, 4.6694], [0.1405, 4.8442, 2.8865], [-5.6453, 3.3132, 1.2026], [3.3442, -0.4465, 4.4650]]
}